A gas-phase ion, C6H11FN (charge +1). Source: OMol25; level of theory: the ωB97M-V functional and the def2-TZVPD basis.

Computed properties:
* ΔE to the lowest compared entry with this formula, charge and spin: 0.0 kcal/mol
* net charge: +1
* E_HOMO: -12.904 eV
* SMILES: [NH3+]/C=C/CC/C=C/F

Structure (XYZ):
```
19
Properties=species:S:1:pos:R:3:forces:R:3:mulliken_charge:R:1
N -1.45031 -2.11854 0.31206 0.1 -0.1 0.2 -0.233
C -0.99134 -0.90044 -0.39062 -0.5 0.4 -0.1 -0.125
C -1.13603 0.30859 0.12259 -0.3 -0.3 -0.1 -0.360
C -0.50364 1.51022 -0.48322 0.0 0.0 0.1 -0.801
C 0.81132 1.79677 0.28794 0.0 0.0 -0.1 -0.677
C 1.60041 0.54565 0.50976 0.4 -0.2 -0.1 -0.183
C 1.88716 -0.32009 -0.44458 0.4 0.4 0.3 -0.342
F 2.45801 -1.50500 -0.16130 0.1 -0.2 0.0 -0.303
H -0.63522 -2.61825 0.70879 -0.4 0.1 -0.1 0.367
H -1.92815 -2.76301 -0.33430 0.0 0.2 0.3 0.393
H -2.08953 -1.86589 1.08060 0.2 -0.2 -0.3 0.371
H -0.54446 -1.10089 -1.34822 0.1 -0.2 0.0 0.388
H -1.60789 0.45069 1.08653 -0.1 -0.1 0.2 0.246
H -1.15827 2.37622 -0.39610 0.0 0.0 -0.1 0.381
H -0.28518 1.33621 -1.53478 0.0 0.0 -0.1 0.314
H 0.57829 2.24483 1.25502 0.0 0.0 -0.1 0.374
H 1.38515 2.52357 -0.28702 0.0 0.1 0.1 0.327
H 1.87353 0.29071 1.52292 0.1 -0.1 0.1 0.388
H 1.73614 -0.19135 -1.50607 -0.1 0.0 -0.1 0.474
```
Forces are in eV/Å.

***

2 unconnected molecules or ions with the total composition C6H11IN3 in a non-equilibrium geometry. Source: OMol25; level of theory: the ωB97M-V functional and the def2-TZVPD basis.

Computed properties:
* ΔE to the lowest compared entry with this formula, charge and spin: 82.1 kcal/mol
* net charge: +1
* E_HOMO: -12.797 eV

Structure (XYZ):
```
21
Properties=species:S:1:pos:R:3:forces:R:3:mulliken_charge:R:1
C -1.49098 0.88394 0.42796 0.1 1.4 -1.2 0.345
C 2.43816 0.36322 -1.96771 0.4 0.1 2.0 -0.766
C 2.56026 0.89572 -0.53310 3.3 -1.4 1.3 -0.502
C -2.41733 -1.92876 1.22448 2.3 -0.9 -0.2 -0.660
C -1.08448 -2.00963 1.08304 -0.6 1.3 1.8 -0.548
C 1.42158 0.07676 -0.96839 -1.1 -0.3 1.9 0.317
N -0.72307 1.00810 -0.46066 -0.7 -0.3 1.1 0.190
N -2.32128 1.37537 1.30360 0.6 -0.3 0.2 -0.294
N 0.19677 0.69800 -1.30576 -0.6 0.2 -0.8 -0.328
I 0.50096 -1.30287 2.52482 -1.7 -0.6 -1.1 0.067
H 2.07320 1.06568 -2.62972 -0.2 1.2 -1.8 0.260
H 3.03952 -0.41475 -2.30738 1.1 -0.9 -0.7 0.263
H 3.26548 0.19414 0.05527 -1.1 1.3 -0.9 0.228
H 2.76222 1.92173 -0.15596 -1.0 -0.6 -0.9 0.295
H -3.05304 -2.34095 0.47130 -0.2 -0.1 -0.7 0.297
H -2.88878 -1.72598 2.13802 -0.5 0.6 1.2 0.385
H -0.59603 -2.31198 0.20555 0.5 -0.5 -1.0 0.507
H 1.26671 -0.82688 -0.39747 0.2 -0.4 -0.5 0.147
H -3.25655 1.02947 1.42414 -0.1 -0.4 0.0 0.269
H -1.98872 2.05121 1.97739 0.0 0.0 0.0 0.258
H 0.29541 1.29847 -2.10944 -0.8 0.4 0.0 0.273
```
Forces are in eV/Å.

***

Q: Look up the net charge of the second one.
A: +1

***

Q: Which formula does entry 2 have?
A: C6H11IN3